[1]
C2H7N3S | the ωB97M-V functional and the def2-TZVPD basis

Geometry as XYZ:
```
13
Properties=species:S:1:pos:R:3:forces:R:3
H -2.4168 1.3597 0.3393 0.50 0.78 1.57
N -1.7810 0.6302 0.0689 3.75 -4.41 0.88
N -0.9164 0.1104 0.8904 -4.19 4.62 1.61
S -0.5418 0.9177 2.7989 -0.53 -1.33 -3.10
C -0.0031 -0.9826 0.4696 -0.44 0.48 1.51
N 1.1206 -0.3449 -0.0400 1.61 -0.30 0.88
C 0.8685 0.1625 -1.3217 0.65 4.27 0.74
H -0.5739 -1.5728 -0.2045 -0.05 -0.64 -0.88
H 0.2863 -1.5249 1.3621 -0.50 -0.04 0.26
H 1.4687 0.3359 0.6601 -0.11 -0.62 -0.73
H 0.2536 1.1183 -1.2332 0.38 -1.17 -0.89
H 1.7410 0.3618 -1.8938 1.29 0.77 0.03
H 0.4942 -0.5712 -1.8962 -2.35 -2.40 -1.87
```
Positions in Å, forces in eV/Å.

Summary:
HOMO (alpha / beta) in eV: -8.5 / -8.5
ΔE to the lowest compared entry with this formula, charge and spin in eV: 4.053
Total energy in Eh: -642.70370
Gap between HOMO and LUMO (alpha / beta) in eV: 7.614 / 7.615
SMILES: [H]/N=[N+](\[S-])CNC

[2]
C21H31ClGdN2O5S | the ωB97M-V functional and the def2-TZVPD basis

Geometry as XYZ:
```
62
Properties=species:S:1:pos:R:3:forces:R:3
Gd -1.0573 0.0868 0.3206 1.96 0.24 3.91
Cl 1.1806 -0.0729 -0.9363 1.92 -0.34 -0.61
N -0.1636 2.4678 0.1308 -1.98 1.85 -2.34
N -0.4637 -2.3599 0.4729 -1.12 -1.31 -1.91
C -1.0482 3.1372 -0.6109 2.21 -1.91 1.96
C -1.0185 -3.0215 -0.5232 1.39 1.47 2.10
C 0.9790 3.3913 0.3463 -0.42 -0.19 0.21
C 0.2831 4.7455 0.2428 -0.91 0.12 -0.09
C 1.9882 3.2430 -0.7939 0.10 -0.21 -0.06
C 1.6469 3.1184 1.6880 0.02 0.32 0.27
H 1.5662 3.5966 -1.7465 0.05 -0.13 0.24
H 2.2691 2.1855 -0.9025 -0.06 0.38 0.00
H 2.8670 3.8583 -0.5581 -0.07 -0.11 -0.10
H 0.9140 3.2175 2.5215 0.60 -0.18 -0.56
H 2.4500 3.8709 1.8196 -0.25 -0.40 0.14
H 2.0834 2.0991 1.6933 -0.37 0.57 0.04
C 0.5155 -3.2442 1.1632 -0.31 0.65 -0.18
C 0.2745 -4.5906 0.4931 -0.76 -0.43 -0.80
C 0.2388 -3.2577 2.6594 -0.05 -0.21 0.03
C 1.9385 -2.7761 0.9005 0.09 0.14 -0.08
H 2.1227 -2.7235 -0.1769 0.05 0.11 0.17
H 2.6197 -3.5055 1.3521 0.06 0.07 0.00
H 2.1148 -1.7874 1.3382 -0.05 -0.19 -0.17
H -0.7789 -3.6181 2.8448 0.11 0.13 0.10
H 0.3622 -2.2607 3.1009 -0.10 -0.22 -0.17
H 0.9486 -3.9474 3.1331 -0.11 0.09 0.08
O -0.6545 -4.2964 -0.6395 0.59 -1.00 0.37
H -0.2289 -5.3140 1.1554 0.11 0.21 -0.33
H 1.1733 -5.0421 0.0467 -0.32 0.16 0.19
O -0.8999 4.4632 -0.6437 0.85 0.56 0.08
H 0.8601 5.5449 -0.2392 -0.18 -0.28 0.11
H -0.1095 5.0838 1.2195 0.02 -0.09 -0.43
C -2.1142 2.4252 -1.4329 0.34 0.68 1.13
C -1.9948 -2.4561 -1.5481 0.18 -0.70 1.41
C -1.5304 -1.1857 -2.1626 2.44 -1.20 -5.32
H -2.8677 -2.1349 -0.9679 -0.16 -0.48 -0.09
H -2.2472 -3.2622 -2.2391 -0.05 0.19 0.00
C -1.8134 -0.0132 -1.6177 -5.23 -1.05 -0.31
C -1.5799 1.1886 -2.0954 2.06 2.55 -5.32
H -2.3918 -0.3721 2.1721 -1.86 0.49 1.51
C -0.8982 1.2745 -3.3968 -0.54 0.09 1.36
C -0.5375 0.0740 -4.0407 0.20 0.05 -0.16
C -0.5711 2.6292 -4.0024 0.22 0.26 -0.39
C -0.8219 -1.1744 -3.4609 -0.87 -0.10 1.82
H 0.0084 0.1150 -5.0347 -0.71 -0.04 1.27
C -0.4172 -2.4872 -4.0864 0.31 -0.58 -0.37
H 0.0392 -2.3396 -5.1114 -0.49 -0.23 1.11
H -1.3119 -3.1723 -4.1727 0.94 0.63 -0.07
H 0.3333 -3.0226 -3.4242 -0.76 0.60 -0.77
H -1.4297 3.3450 -3.8576 0.89 -0.61 -0.31
H -0.3403 2.5288 -5.1084 -0.26 0.24 1.25
H 0.3319 3.0814 -3.4893 -0.94 -0.46 -0.57
H -2.5694 3.1539 -2.1066 -0.08 -0.16 0.03
H -2.8627 2.0429 -0.7266 -0.23 0.39 -0.09
C -1.3810 2.2176 3.9264 -0.25 1.12 0.50
S -1.2117 0.4839 3.5992 4.26 -4.51 1.26
O -0.1077 0.3665 2.3475 -0.21 1.40 3.07
O -0.8712 -0.2503 4.9310 -0.34 2.82 -2.09
O -2.7935 0.1213 3.0048 -2.20 -0.47 -2.01
H -0.6629 2.5170 4.7018 -0.10 -0.15 -0.20
H -2.4110 2.3526 4.3050 0.52 -0.07 -0.17
H -1.2320 2.8194 3.0098 -0.13 -0.58 0.36
```
Positions in Å, forces in eV/Å.

Summary:
HOMO (alpha / beta) in eV: -0.9 / -3.7
2S+1: 8
Total energy in Eh: -2928.31728
Gap between HOMO and LUMO (alpha / beta) in eV: 3.561 / 6.409
Total charge: -1

Which of these has the lowest total energy?
C21H31ClGdN2O5S